1) 67
Properties=species:S:1:pos:R:3 method="wB97M-V/def2-TZVPD" homo_energy_ha=-0.2791 lumo_ev=0.09 homo_lumo_gap_ev=7.69 spin_multiplicity=1
C -7.05 -1.41 -2.10
N 5.85 1.13 2.07
H -10.33 -3.97 -4.91
H 4.01 0.51 2.73
C -9.91 -3.16 -5.52
C -8.04 -1.25 -3.04
H -9.00 1.84 -2.86
O -9.44 -2.10 -4.72
H -5.11 -3.95 -0.89
C -6.84 -3.73 -2.68
C 10.05 3.27 3.35
H -6.75 -0.58 -1.48
C -2.03 -1.99 0.84
C -1.03 0.17 0.58
H -9.12 -3.57 -6.16
N 8.00 2.95 1.88
H 5.37 3.12 1.49
H 6.98 -0.08 0.81
H -0.70 -3.57 1.37
H 8.48 0.96 2.46
C -8.45 -2.35 -3.83
C 0.22 -0.35 0.85
H -7.31 1.33 -2.68
C -5.36 -2.90 -0.95
C 8.18 1.55 1.57
H 1.29 -2.14 1.42
C 5.67 2.54 2.38
H -3.46 0.94 0.41
H 4.89 2.63 3.14
H 10.36 2.23 3.27
H -6.38 -4.69 -2.55
C 1.37 0.60 0.87
C -6.42 -2.65 -1.90
H 6.60 1.53 0.12
C -7.84 -3.58 -3.63
C 0.34 -1.71 1.15
C -0.78 -2.52 1.14
H -8.51 0.88 -1.45
H 6.87 4.16 3.14
H 3.51 1.87 0.70
H 9.84 3.58 1.23
H 8.95 4.74 2.22
H -1.12 1.23 0.39
C 9.22 3.69 2.12
H 2.64 -0.92 0.34
S -3.44 -3.04 0.85
N -3.41 -0.07 0.35
H -8.13 -4.44 -4.21
H -10.69 -2.74 -6.14
H 10.93 3.89 3.42
C -2.16 -0.63 0.57
C -4.61 -0.67 0.05
H 7.25 2.55 3.83
C 4.64 0.40 1.84
H 9.47 3.39 4.26
C 6.99 3.10 2.91
C -8.35 1.05 -2.52
O -8.70 -0.08 -3.28
H 8.96 1.45 0.81
N 2.57 0.06 0.54
C 3.80 0.82 0.61
O -5.60 0.04 -0.03
O 1.22 1.78 1.13
H 4.90 -0.66 1.74
H 4.37 0.67 -0.31
C 6.87 0.99 1.04
C -4.59 -2.12 -0.16

***

2) 67
Properties=species:S:1:pos:R:3 method="wB97M-V/def2-TZVPD" homo_energy_ha=-0.3125 lumo_ev=0.52 homo_lumo_gap_ev=9.02 spin_multiplicity=1 smiles="CCC(C)(C)NC(=O)[C@H](c1ccc(C)cc1)N(Cc1ccco1)C(=O)CCC(=O)Nc1nccs1"
H -1.36 5.92 -0.30
H -1.63 -0.71 1.49
C -0.66 3.17 1.54
H -7.68 -2.48 0.57
C -2.93 -0.81 -0.21
C 2.41 2.01 -1.98
H 1.11 -3.23 -0.64
H -6.98 -3.88 -0.22
N -4.03 -0.47 0.49
C -1.19 5.47 0.67
H -5.24 -2.69 1.06
H 2.19 -3.88 1.37
H -3.89 0.05 1.35
C -1.31 3.98 0.61
C 1.48 -2.39 -0.04
H 3.93 0.63 -2.85
C -1.64 -0.32 0.46
C -6.29 -0.13 1.21
O 4.44 -3.98 0.16
C -5.42 -0.76 0.13
H 0.03 -1.54 -2.08
H -5.08 -0.58 -1.99
H 1.98 -1.69 -0.71
H 4.36 2.97 0.91
H 5.43 -1.87 -0.17
N -0.46 -0.90 -0.15
H -0.29 1.17 2.22
H -6.08 0.93 1.29
H 2.09 1.72 1.54
C -0.79 1.79 1.49
H 0.38 2.35 -1.14
C 1.11 1.68 -1.55
H -4.89 -2.68 -0.67
C -1.56 1.19 0.51
H 2.87 2.98 -1.97
C 2.48 -2.89 1.02
C -6.98 -2.79 -0.20
H -2.60 3.98 -1.10
N 4.50 -1.76 0.21
C 2.97 0.86 -2.43
N 3.01 -0.07 0.97
H -6.75 -0.27 -1.50
C 4.14 1.92 0.85
H -5.51 0.94 -1.19
H 2.46 -2.20 1.85
H -7.34 -0.24 0.95
C -5.57 -2.29 0.09
C 2.99 1.27 1.16
H -0.06 3.63 2.30
C -2.21 1.99 -0.43
C -0.18 -0.61 -1.54
H -1.92 5.87 1.37
O 0.04 -1.90 1.81
C 4.14 -0.48 0.51
C -5.71 -0.13 -1.23
H -6.12 -0.60 2.17
S 5.32 0.82 0.27
O -2.95 -1.44 -1.25
C 0.96 0.34 -1.76
H -1.09 -0.18 -1.96
C 0.30 -1.71 0.63
H -7.34 -2.44 -1.16
C 3.86 -2.97 0.44
O 2.10 -0.16 -2.30
H -2.81 1.54 -1.20
H -0.20 5.76 1.02
C -2.09 3.37 -0.37

***

Stability, descending: 2), 1)